{
  "formula": "C4H11NO2",
  "method": "ωB97M-V with the def2-TZVPD basis set",
  "charge": 0,
  "total_energy_ev": -9909.779,
  "e_homo_ev": -9.51,
  "orbital_gap_ha": 0.3773,
  "species": ["N", "C", "C", "O", "C", "C", "O", "H", "H", "H", "H", "H", "H", "H", "H", "H", "H", "H"],
  "coordinates": [[0.63075, -1.45446, 0.60720], [0.46437, -0.05707, 0.23567], [1.69292, 0.72989, -0.20726], [2.74222, 0.63285, 0.76501], [-0.63954, 0.10567, -0.80419], [-2.09034, -0.21406, -0.34338], [-2.43558, 0.19480, 0.95645], [1.45342, -1.89280, -0.09389], [1.16541, -1.42433, 1.45814], [0.11359, 0.43999, 1.16862], [2.09840, 0.24449, -1.08864], [1.38430, 1.73513, -0.41455], [2.92283, 1.67678, 0.92117], [-0.67797, 1.15750, -1.13269], [-0.39670, -0.55372, -1.66372], [-2.86338, 0.23538, -1.07678], [-2.20930, -1.39186, -0.50013], [-3.35540, -0.16418, 1.21296]],
  "forces_ev_per_angstrom": [[3.370, -1.366, -2.731], [-1.194, 1.026, 0.881], [0.061, -2.067, 0.181], [0.259, 4.821, 0.565], [-0.800, 0.528, 0.131], [-1.306, -2.697, -2.077], [-1.449, -0.551, 0.964], [-2.877, 1.287, 2.055], [0.132, -0.232, 0.632], [0.067, -0.183, -0.455], [-0.078, 0.131, -0.687], [0.049, 0.635, -0.157], [-0.118, -4.026, -0.030], [0.367, -0.294, -0.120], [-0.326, 0.483, 0.274], [1.379, -0.515, 0.767], [0.114, 2.223, 0.687], [2.350, 0.798, -0.879]]
}

{
  "formula": "C5H4ClO3",
  "method": "ωB97M-V with the def2-TZVPD basis set",
  "charge": -1,
  "total_energy_ev": -23912.857,
  "e_homo_ev": -3.34,
  "orbital_gap_ha": 0.2504,
  "species": ["C", "C", "C", "C", "C", "O", "O", "O", "Cl", "H", "H", "H", "H"],
  "coordinates": [[-1.12348, 0.40555, 1.51977], [-1.17905, 1.10159, 2.62310], [0.21263, 0.42374, 0.99037], [0.25654, -0.01185, -0.42688], [-0.33280, -1.35057, -0.79836], [-1.02410, 1.86468, 3.53041], [1.23957, 0.73581, 1.59266], [-2.13923, -0.27528, 0.92749], [1.13692, -2.41353, -1.26132], [-0.42346, 0.70598, -1.00735], [1.33681, 0.08814, -0.60443], [-0.74202, -1.30167, -1.86106], [-1.67972, -1.07759, 0.37638]],
  "forces_ev_per_angstrom": [[-1.014, -0.786, 0.212], [0.557, 2.622, 3.185], [1.422, -0.587, -0.265], [-0.184, 1.239, -1.378], [-0.610, -0.787, -1.220], [-0.730, -1.864, -1.981], [-0.871, 0.199, 0.024], [0.107, -0.664, -0.493], [0.012, -0.486, 0.431], [1.251, -0.279, 0.672], [-0.307, 0.208, -0.894], [0.217, 0.329, 1.427], [0.151, 0.855, 0.281]]
}

{
  "formula": "C5H12N2O2",
  "method": "ωB97M-V with the def2-TZVPD basis set",
  "charge": 0,
  "total_energy_ev": -12451.811,
  "e_homo_ev": -8.82,
  "orbital_gap_ha": 0.3397,
  "species": ["H", "N", "C", "N", "C", "O", "O", "C", "H", "H", "H", "H", "H", "H", "H", "C", "C", "H", "H", "H", "H"],
  "coordinates": [[1.07277, -2.59795, 0.48748], [1.05974, -1.57673, 0.51718], [-0.09427, -1.07727, 0.32751], [-1.27292, -1.75441, 0.17422], [-0.43539, 0.49366, 1.00240], [-1.57108, 0.96031, 0.48928], [0.60881, 1.37518, 0.79247], [1.74884, 1.19951, 1.62941], [-2.12809, -1.22276, 0.20730], [-1.29363, -2.75999, 0.23631], [-0.53710, 0.18624, 2.05252], [-1.39812, 1.01948, -0.63817], [2.44229, 1.99094, 1.35416], [2.20414, 0.22343, 1.45860], [1.47037, 1.30638, 2.68371], [0.15508, -0.08537, -1.93689], [-0.86634, 0.80539, -2.11553], [0.06808, -1.11303, -2.25435], [1.12830, 0.25273, -1.61863], [-0.63144, 1.86351, -2.14914], [-1.73001, 0.51075, -2.69982]],
  "forces_ev_per_angstrom": [[-0.072, 0.038, -0.273], [0.294, -0.022, -0.271], [-0.807, 1.185, 2.747], [0.140, 0.067, -0.321], [1.498, -2.575, -1.420], [-0.760, 0.763, -2.896], [0.103, 0.163, 0.067], [-0.024, -0.084, -0.082], [0.039, -0.135, 0.027], [-0.090, 0.129, -0.051], [-0.131, 0.299, -0.031], [-0.454, -0.265, 3.577], [0.006, 0.017, 0.077], [-0.013, 0.111, 0.080], [0.009, 0.008, -0.019], [-0.974, 1.433, -0.979], [1.651, -0.942, -1.560], [-0.120, -0.111, 0.235], [0.018, -0.032, 0.228], [-0.067, 0.096, 0.494], [-0.248, -0.143, 0.369]]
}

{
  "formula": "C17H29N2O4PPtS3",
  "method": "ωB97M-V with the def2-TZVPD basis set",
  "multiplicity": 2,
  "charge": 1,
  "total_energy_ev": -74308.316,
  "e_homo_ev": [-11.25, -11.28],
  "orbital_gap_ha": [0.2796, 0.2306],
  "species": ["Pt", "C", "C", "N", "C", "C", "S", "C", "C", "N", "H", "H", "H", "H", "H", "H", "H", "H", "H", "H", "H", "H", "H", "H", "C", "C", "O", "P", "S", "S", "O", "C", "C", "H", "H", "H", "H", "H", "H", "H", "H", "H", "H", "O", "C", "O", "C", "C", "C", "C", "C", "C", "H", "H", "H", "H", "H"],
  "coordinates": [[-0.18986, 0.79064, 0.52013], [-1.94293, 3.46463, -0.33352], [-0.45314, 3.67051, -0.58945], [0.39743, 2.83580, 0.28056], [0.69721, 3.38065, 1.62004], [-0.45400, 3.20664, 2.60049], [-1.14127, 1.50192, 2.49062], [-2.90629, 1.83490, 2.12224], [-3.26971, 1.59529, 0.65473], [-2.21925, 2.03095, -0.25976], [-2.24942, 3.93181, 0.60115], [-2.52385, 3.94531, -1.12478], [-0.21435, 3.38688, -1.61600], [-0.18277, 4.72348, -0.47070], [1.32123, 2.67779, -0.21794], [1.57432, 2.84287, 1.98168], [0.96923, 4.43831, 1.54795], [-0.11890, 3.35188, 3.62616], [-1.26510, 3.90559, 2.41490], [-3.48951, 1.17685, 2.76420], [-3.09941, 2.85499, 2.45022], [-3.40396, 0.52579, 0.48374], [-4.22598, 2.09222, 0.45556], [-2.37078, 1.62490, -1.17639], [0.06964, -4.47036, -2.31184], [0.35219, -3.80589, -0.99037], [-0.92112, -3.52353, -0.32248], [-1.28305, -2.05193, 0.09421], [-1.22981, -0.73837, -1.38158], [-0.00410, -1.34996, 1.49120], [-2.75005, -2.19610, 0.65342], [-3.03101, -3.13804, 1.73140], [-4.19868, -2.60632, 2.52090], [1.01297, -4.71080, -2.80260], [-0.49468, -3.80392, -2.96340], [-0.49320, -5.39218, -2.17385], [0.89687, -2.86852, -1.11977], [0.90610, -4.44828, -0.30770], [-2.14123, -3.24001, 2.35666], [-3.24632, -4.09938, 1.26801], [-3.94286, -1.65887, 2.99614], [-4.46798, -3.31622, 3.30234], [-5.06501, -2.45988, 1.87723], [2.53919, 2.05488, -1.01670], [2.51276, 0.81391, -0.96056], [1.51376, 0.11123, -0.55085], [3.65457, 0.01656, -1.48978], [3.80474, -1.32870, -1.14734], [4.91141, -2.03010, -1.58960], [5.84784, -1.40553, -2.40676], [5.69822, -0.06525, -2.75099], [4.60297, 0.64689, -2.29647], [3.06877, -1.80050, -0.51112], [5.04354, -3.06603, -1.30582], [6.68173, -1.97281, -2.79944], [6.43630, 0.42253, -3.37319], [4.47655, 1.69087, -2.54516]],
  "forces_ev_per_angstrom": [[0.919, 0.048, -0.215], [0.069, -0.084, 0.006], [-0.005, -0.024, -0.020], [0.095, -0.014, 0.026], [-0.052, -0.036, 0.056], [0.039, -0.018, -0.132], [-0.204, 0.119, 0.316], [0.067, -0.010, -0.141], [0.039, -0.032, -0.020], [-0.281, 0.049, 0.007], [0.008, -0.006, 0.004], [0.030, 0.031, 0.006], [-0.008, -0.033, 0.010], [-0.016, -0.005, -0.009], [-0.132, -0.029, -0.089], [-0.020, 0.010, 0.006], [-0.050, 0.008, 0.002], [0.027, -0.032, -0.015], [-0.001, 0.014, 0.005], [0.017, -0.022, -0.021], [-0.006, 0.014, -0.011], [-0.023, 0.018, 0.015], [-0.011, 0.006, 0.022], [0.012, 0.022, 0.058], [0.012, 0.008, 0.000], [0.024, -0.004, 0.018], [-0.042, 0.077, 0.023], [-0.036, -0.178, 0.086], [-0.060, 0.091, -0.111], [-0.129, -0.081, 0.019], [0.053, 0.046, -0.040], [-0.008, -0.042, 0.012], [0.004, -0.003, -0.018], [0.007, -0.005, 0.000], [-0.005, 0.004, -0.004], [-0.008, -0.002, 0.008], [0.015, -0.010, 0.004], [-0.001, 0.008, -0.025], [-0.005, 0.015, -0.003], [-0.006, 0.007, 0.007], [0.001, 0.009, 0.003], [0.005, -0.011, 0.005], [-0.004, 0.001, -0.008], [0.045, -0.085, 0.279], [-0.434, 0.216, -0.577], [-0.135, -0.015, 0.294], [0.252, -0.110, 0.058], [0.015, 0.310, 0.036], [0.076, -0.020, -0.193], [-0.083, 0.050, -0.062], [0.013, -0.218, -0.041], [-0.112, -0.092, 0.274], [-0.022, 0.020, 0.030], [0.004, -0.009, -0.035], [0.071, 0.041, 0.105], [-0.002, -0.030, -0.037], [-0.021, 0.020, 0.026]]
}